(1)
{
  "formula": "CH10O3",
  "method": "wB97M-V/def2-TZVPD",
  "species": ["C", "H", "H", "H", "H", "H", "H", "O", "H", "H", "O", "H", "H", "O"],
  "positions_angstrom": [[1.8729, 0.3561, 0.2000], [1.0279, -0.2612, 0.4966], [1.4084, 1.1008, -0.4695], [2.4832, -0.3250, -0.2575], [2.3930, 0.7690, 1.1488], [-1.5227, -2.1803, 1.6427], [-0.5250, -2.7210, 0.6542], [-0.5390, -2.1245, 1.4163], [-0.7069, 0.7306, -1.3761], [0.5135, 1.1265, -2.3395], [-0.4184, 1.4148, -2.0470], [-1.9337, -0.0665, 0.1707], [-1.6715, 1.4131, 0.4372], [-2.3818, 0.7676, 0.3231]],
  "forces_ev_per_a": [[-1.5566, 1.7540, 2.4427], [-0.1712, -0.0019, 0.5850], [0.9389, -0.0117, 0.4433], [1.9373, -1.2993, -1.5426], [-1.0258, -0.4310, -1.7766], [1.9728, 0.3021, -0.0717], [0.3952, 0.0454, 0.0832], [-2.4538, -0.3322, -0.0663], [0.5447, 1.1456, -1.3302], [-2.2587, 0.5666, 0.7244], [1.6236, -1.6504, 0.3300], [0.1033, -0.2454, 0.2028], [-0.1698, -0.0505, 0.0617], [0.1200, 0.2086, -0.0857]],
  "nbo_charge": [-0.866, 0.218, 0.211, 0.207, 0.223, 0.473, 0.467, -0.937, 0.466, 0.472, -0.939, 0.462, 0.476, -0.932],
  "gap_ha": 0.4347,
  "multiplicity": 1
}

=====

(2)
{
  "formula": "CH10O3S",
  "method": "wB97M-V/def2-TZVPD",
  "species": ["C", "S", "H", "H", "H", "H", "H", "H", "O", "H", "H", "O", "H", "H", "O"],
  "positions_angstrom": [[-0.8938, -1.1753, -0.6464], [-2.2627, -0.0588, -0.1132], [-0.0983, -0.4755, -0.8828], [-1.1679, -1.7820, -1.4987], [-0.6195, -1.7572, 0.2267], [-2.8617, -0.8922, 0.7372], [2.0932, -1.8362, -0.5451], [2.0181, -0.8510, 0.5221], [2.6530, -1.2532, -0.0530], [0.0521, 0.0524, 1.9482], [0.8081, 1.3583, 1.5787], [0.9315, 0.4087, 1.7554], [-0.0476, 2.0470, -1.2867], [-0.1873, 3.5327, -1.0482], [-0.4173, 2.6823, -0.6943]],
  "forces_ev_per_a": [[-0.6153, 0.7958, 0.5749], [0.1995, -0.0931, -0.1434], [0.2503, -0.2465, -0.1316], [-0.0084, -0.1206, -0.0371], [0.2328, -0.2350, -0.1949], [-0.0925, -0.2175, -0.0052], [-0.1866, -0.7484, -0.7135], [-0.4641, 0.9473, 1.0427], [0.6753, -0.1011, -0.2959], [0.1368, 0.3712, -0.1004], [-0.1255, -0.5521, -0.0037], [-0.1089, 0.1676, -0.0316], [0.4160, -0.5948, -0.6491], [0.1796, 0.5781, -0.2798], [-0.4891, 0.0491, 0.9686]],
  "nbo_charge": [-0.720, -0.054, 0.220, 0.219, 0.219, 0.115, 0.452, 0.484, -0.941, 0.479, 0.493, -0.967, 0.467, 0.472, -0.938],
  "gap_ha": 0.3622,
  "multiplicity": 1
}

=====

(3)
{
  "formula": "CH10O3S",
  "method": "wB97M-V/def2-TZVPD",
  "species": ["C", "S", "H", "H", "H", "H", "H", "H", "O", "H", "H", "O", "H", "H", "O"],
  "positions_angstrom": [[-1.1201, 1.8492, 0.3169], [0.0665, 2.8947, 1.1607], [-0.7689, 1.4413, -0.6251], [-1.4580, 1.0109, 0.9338], [-2.0436, 2.4035, 0.1400], [1.1537, 2.5361, 0.5012], [-0.6029, -3.0864, -0.5803], [-1.4550, -2.8177, 0.6307], [-0.6931, -2.4709, 0.1513], [1.8635, -0.2014, 1.2067], [0.6046, -1.0818, 0.9711], [1.3307, -0.9022, 1.5788], [0.5351, 0.0213, -1.8324], [1.3258, -1.2720, -2.2064], [1.2616, -0.3247, -2.3470]],
  "forces_ev_per_a": [[-1.0033, -0.6326, 0.1571], [-0.1473, 0.3762, 0.3360], [0.1196, 0.2254, -0.0810], [0.4481, -0.0056, 0.0690], [0.2647, 0.2536, -0.2293], [0.3290, -0.1976, -0.2592], [0.1689, -0.0191, -0.1330], [0.0929, 0.1809, 0.1251], [-0.3191, -0.0966, -0.0482], [0.0063, 0.2045, -0.1963], [0.1016, -0.0690, -0.0806], [-0.0651, -0.2077, 0.3007], [-0.2677, -0.2614, 0.2261], [-0.2157, 0.0388, 0.2287], [0.4871, 0.2104, -0.4151]],
  "nbo_charge": [-0.747, -0.020, 0.209, 0.217, 0.225, 0.116, 0.476, 0.481, -0.952, 0.465, 0.483, -0.953, 0.468, 0.473, -0.941],
  "gap_ha": 0.3396,
  "multiplicity": 1
}

=====

(4)
{
  "formula": "CH10O3S2",
  "method": "wB97M-V/def2-TZVPD",
  "species": ["C", "S", "S", "H", "H", "H", "H", "H", "H", "O", "H", "H", "O", "H", "H", "O"],
  "positions_angstrom": [[-1.6018, 0.8220, 1.3792], [-0.3339, 2.1225, 1.5801], [0.4807, 2.2332, -0.2723], [-2.2024, 1.0105, 0.4857], [-2.2787, 0.8790, 2.2257], [-1.1158, -0.1183, 1.1362], [-0.3452, 3.0924, -0.8791], [-0.9765, -2.1532, -0.9714], [-1.9352, -1.5788, -1.9969], [-1.3927, -1.3253, -1.2419], [0.7329, -0.8036, -1.4399], [2.1476, -0.4125, -1.9688], [1.6799, -0.8772, -1.2693], [3.0046, -1.3049, 0.8477], [1.9924, -0.3242, 1.1011], [2.1442, -1.2617, 1.2839]],
  "forces_ev_per_a": [[0.1135, 0.4278, -1.1594], [-0.4713, -0.0828, 0.2316], [0.3773, -0.1916, -0.2898], [0.0266, 0.3861, 0.1088], [0.2701, -0.4285, 0.2904], [-0.0929, -0.2504, 0.7484], [-0.2136, 0.1871, 0.0546], [-0.0208, 0.0230, 0.1245], [0.0018, 0.1085, 0.0085], [0.1444, -0.1975, -0.1088], [-0.0102, 0.2475, -0.1484], [-0.3120, 0.0553, -0.1522], [0.2684, -0.1160, -0.2542], [-0.0679, -0.7073, 0.0012], [-0.6648, -0.1053, 0.1936], [0.6515, 0.6439, 0.3512]],
  "nbo_charge": [-0.745, 0.084, -0.144, 0.223, 0.230, 0.235, 0.117, 0.480, 0.477, -0.950, 0.491, 0.467, -0.962, 0.462, 0.464, -0.927],
  "gap_ha": 0.3433,
  "multiplicity": 1
}

=====

(5)
{
  "formula": "CH10O5",
  "method": "wB97M-V/def2-TZVPD",
  "species": ["O", "C", "H", "H", "H", "H", "O", "H", "H", "O", "H", "H", "O", "H", "H", "O"],
  "positions_angstrom": [[-1.9511, -1.2409, -1.3117], [-0.7908, -1.6015, -1.3312], [0.0265, -0.9973, -1.9198], [-0.5372, -2.5672, -0.8781], [-2.3028, 0.4443, 0.7703], [-1.9979, 1.3118, 2.0086], [-1.6014, 0.8943, 1.2309], [-0.5509, 2.2317, -0.0291], [-0.2690, 3.7009, -0.4924], [0.1887, 2.9831, -0.0102], [1.7991, -1.6599, 0.1819], [2.8448, -2.7792, 0.0707], [2.2783, -2.2405, -0.5129], [1.3522, 1.0974, 0.5882], [0.2546, 0.3389, 0.8704], [1.2570, 0.0839, 0.7643]],
  "forces_ev_per_a": [[0.9437, 0.1542, 0.1759], [-0.2409, 0.8765, -1.3470], [-1.1574, -1.0237, 1.1725], [0.5202, 0.0696, 0.0839], [-0.4718, -0.4087, -0.3350], [0.1627, -0.1242, -0.2321], [0.3710, 0.4514, 0.2948], [2.1927, 2.3049, 0.2767], [0.5535, -0.4144, 0.3412], [-2.8251, -1.9247, -0.5192], [1.1188, -0.8272, -1.8227], [-0.2362, 0.1895, -0.5885], [-0.7845, 0.6742, 2.2906], [1.3750, -2.2837, 0.0764], [1.7758, -2.0105, 0.2801], [-3.2975, 4.2969, -0.1474]],
  "nbo_charge": [-0.549, 0.277, 0.135, 0.133, 0.499, 0.494, -0.972, 0.488, 0.477, -0.973, 0.497, 0.463, -0.969, 0.497, 0.488, -0.988],
  "gap_ha": 0.3804,
  "multiplicity": 1
}

=====

(6)
{
  "formula": "CH10O5",
  "method": "wB97M-V/def2-TZVPD",
  "species": ["O", "C", "H", "H", "H", "H", "O", "H", "H", "O", "H", "H", "O", "H", "H", "O"],
  "positions_angstrom": [[0.0920, -2.1656, -1.6028], [-0.0017, -1.1578, -2.3184], [-0.5822, -0.3115, -2.0669], [0.5712, -1.0645, -3.2940], [0.4261, -1.6949, 0.1769], [1.2975, -1.9693, 1.4448], [0.5897, -1.4074, 1.1151], [-0.5094, -0.5033, 2.3447], [-1.5075, -0.3664, 3.4462], [-0.9711, 0.1363, 2.8401], [0.0463, 1.8438, -0.9802], [-0.3828, 2.9340, -2.0723], [-0.1820, 1.9865, -1.9406], [-0.2001, 1.6171, 1.4153], [0.8621, 0.5915, 0.7694], [0.4519, 1.5313, 0.7227]],
  "forces_ev_per_a": [[-0.3864, 3.4740, -2.6947], [1.8533, -4.5039, 0.8638], [-1.3895, 1.8482, 0.7523], [-0.2804, -0.2760, 0.5513], [0.2661, 0.1496, 1.8435], [0.1269, -0.1198, 0.0792], [-0.1096, -0.1555, -1.6475], [0.8995, -1.3402, -0.9556], [-0.3583, -0.0377, 0.4098], [-0.6890, 1.4736, 0.6146], [-0.0728, 0.4045, 0.3818], [-0.1551, -0.4240, 0.1766], [0.3827, -0.4171, -0.0697], [-0.3768, -0.3485, 0.6737], [-1.1916, 2.2351, 0.5160], [1.4810, -1.9622, -1.4951]],
  "lowdin_spin": [0.493, 0.083, 0.036, 0.055, -0.001, 0.000, 0.011, 0.000, 0.000, 0.002, 0.001, 0.003, 0.311, 0.000, 0.000, 0.006],
  "gap_ha": [0.2856, 0.1203],
  "charge": 1,
  "multiplicity": 2
}

=====

(7)
{
  "formula": "CH10O6",
  "method": "wB97M-V/def2-TZVPD",
  "species": ["O", "C", "O", "H", "H", "H", "H", "O", "H", "H", "O", "H", "H", "O", "H", "H", "O"],
  "positions_angstrom": [[-0.8488, 1.2528, -0.5265], [-0.9182, 2.1630, 0.2727], [-1.3439, 1.8906, 1.5837], [-0.7828, 3.1697, -0.1934], [-2.2109, 2.4163, 1.8643], [-1.9554, -2.1881, 1.1485], [-1.4468, -1.3900, -0.0642], [-1.1476, -1.7892, 0.7137], [2.7339, 1.1769, -2.0855], [2.1737, 1.4542, -0.7364], [2.0136, 1.0813, -1.6147], [-0.1631, -2.4888, -2.0955], [0.0273, -1.1073, -2.0917], [-0.7677, -1.7420, -1.9717], [0.8073, -1.6149, 1.7800], [2.0608, -0.7685, 2.3123], [1.7687, -1.5161, 1.7045]],
  "forces_ev_per_a": [[0.5647, -0.0367, 0.8924], [-2.2272, -1.0018, 0.6130], [-1.3132, 1.8047, -1.5710], [0.1087, -0.1097, 1.0862], [2.7668, -1.0325, -0.9691], [1.0694, 0.4279, -0.5387], [-0.6944, 1.2386, -2.5956], [-0.2492, -1.4131, 2.8841], [5.8897, 0.8402, -3.7205], [0.1972, -0.2247, -0.4404], [-6.1137, -0.7261, 4.1380], [-0.7435, -1.1918, 0.1360], [-2.0460, -0.0485, 0.3858], [2.8320, 1.4355, -0.2545], [0.3252, 0.2161, 0.1738], [-0.7979, -1.5474, -1.0548], [0.4312, 1.3693, 0.8352]],
  "lowdin_spin": [0.334, 0.025, 0.034, 0.019, 0.000, 0.001, -0.007, 0.332, 0.000, 0.000, 0.005, -0.001, -0.002, 0.191, -0.001, 0.000, 0.070],
  "gap_ha": [0.3950, 0.1357],
  "charge": 1,
  "multiplicity": 2
}

=====

(8)
{
  "formula": "CH11N2O3",
  "method": "wB97M-V/def2-TZVPD",
  "species": ["N", "C", "N", "H", "H", "H", "H", "H", "H", "H", "O", "H", "H", "O", "H", "H", "O"],
  "positions_angstrom": [[0.5911, 0.4869, -0.8012], [0.5545, -0.8682, -0.3118], [1.2421, -1.9503, -0.3883], [1.0181, 0.8110, -1.7091], [0.2862, 1.3081, -0.1263], [-0.1899, -0.8840, 0.4360], [1.1392, -2.5141, 0.4184], [2.2982, -2.1690, -0.6875], [-0.0311, 3.2427, 1.0245], [-1.2547, 2.4023, 0.9200], [-0.3250, 2.3111, 1.2026], [4.5128, -0.8454, -0.5650], [4.1535, -1.0334, -2.2005], [3.8352, -0.9386, -1.2262], [-6.4093, 0.3930, 2.0213], [-5.7808, 0.0638, 0.5070], [-5.6402, 0.1842, 1.4862]],
  "forces_ev_per_a": [[0.5351, -2.2915, 0.0274], [0.1416, 6.2404, -0.4546], [4.1086, -1.2438, -1.1410], [-0.1552, -1.0603, 1.6528], [0.0482, -2.1603, -1.0096], [-0.8093, -0.2532, 0.8623], [-1.0599, -0.9508, 0.6640], [-2.7464, 1.8520, -0.4388], [0.0859, -1.1009, 0.5132], [0.1423, -0.3918, 0.4001], [-0.2739, 1.5356, -1.0691], [0.9773, 0.0559, -0.3208], [-0.1024, 0.3274, 3.0628], [-0.9167, -0.5641, -2.7271], [-0.3994, -0.0638, -0.8106], [-0.6530, 0.3789, 2.0118], [1.0771, -0.3098, -1.2229]],
  "nbo_charge": [-0.807, 0.434, -0.708, 0.427, 0.472, 0.201, 0.419, 0.485, 0.496, 0.491, -0.932, 0.504, 0.517, -0.999, 0.490, 0.486, -0.977],
  "gap_ha": 0.3641,
  "charge": 1,
  "multiplicity": 1
}

=====

(9)
{
  "formula": "CH11N3O3",
  "method": "wB97M-V/def2-TZVPD",
  "species": ["N", "C", "N", "N", "H", "H", "H", "H", "H", "H", "H", "O", "H", "H", "O", "H", "H", "O"],
  "positions_angstrom": [[1.8297, -0.2141, 0.3617], [1.4979, 1.0948, 0.7443], [1.9349, 1.5872, 1.9151], [0.8315, 1.8394, -0.1152], [2.0011, -0.7636, 1.2046], [1.0626, -0.7326, -0.0549], [1.9821, 2.5899, 1.9011], [2.4390, 0.9023, 2.4517], [1.2761, 1.6700, -1.0167], [-5.1196, 1.5158, -1.0757], [-4.2886, 0.3991, -0.4456], [-4.8366, 1.1587, -0.2233], [1.4200, -4.1913, -2.1887], [1.2843, -4.9684, -0.9123], [1.4733, -4.0766, -1.2357], [-2.1573, 0.4959, -1.0004], [-0.9237, 1.1354, -0.1568], [-1.7068, 0.5580, -0.1530]],
  "forces_ev_per_a": [[0.1291, -0.5288, 2.0393], [-1.0781, 0.3292, -2.8281], [-0.6688, -1.4407, -0.6515], [1.3970, 0.6626, 1.0204], [0.6521, -0.0969, -0.2377], [-0.1145, 0.6810, -0.5011], [0.3317, -0.0199, 0.6772], [0.2812, 0.9158, 0.7265], [-0.9144, -0.5043, -0.2565], [0.0398, -0.0734, 0.2319], [0.0377, 0.0637, 0.2044], [-0.2044, 0.0504, -0.3617], [0.0439, 0.2022, -0.1207], [0.0534, 0.2584, 0.1285], [-0.1014, -0.4278, 0.0152], [0.6551, 0.4994, -0.0056], [0.0158, 0.2477, -0.6064], [-0.5552, -0.8185, 0.5259]],
  "nbo_charge": [-0.821, 0.629, -0.801, -0.922, 0.354, 0.406, 0.432, 0.394, 0.356, 0.462, 0.467, -0.928, 0.468, 0.468, -0.935, 0.459, 0.506, -0.994],
  "gap_ha": 0.3404,
  "multiplicity": 1
}

=====

(10)
{
  "formula": "CH11N3O3",
  "method": "wB97M-V/def2-TZVPD",
  "species": ["N", "C", "N", "N", "H", "H", "H", "H", "H", "H", "H", "O", "H", "H", "O", "H", "H", "O"],
  "positions_angstrom": [[-0.0327, -1.1458, 0.3651], [-1.1940, -0.6051, 0.8175], [-2.3173, -1.4126, 0.6554], [-1.3927, 0.6238, 1.1493], [0.1355, -2.0560, -0.0183], [0.8071, -0.6367, 0.5845], [-2.2315, -2.4208, 0.6474], [-3.0917, -0.8718, 0.9877], [-0.5263, 1.0953, 1.3946], [2.9431, 0.1036, -0.2296], [4.0061, -1.0349, -0.1708], [3.2254, -0.6830, 0.2486], [-1.8360, 1.1395, -1.9782], [-1.3760, 1.6612, -0.6098], [-1.1908, 1.7218, -1.5715], [1.4672, 1.8339, -0.0545], [0.9644, 1.4504, -1.4383], [1.6402, 1.2372, -0.7790]],
  "forces_ev_per_a": [[0.8697, 0.5123, 0.8526], [-0.5948, -1.0409, -1.6274], [1.1718, 0.9228, -0.1476], [0.1122, 0.0742, 0.9676], [-0.5359, -0.1913, 0.1922], [0.1379, -0.0552, -0.2927], [-0.3802, 0.5252, 0.2145], [-0.7484, -0.7637, 0.1963], [0.0297, -0.0284, -0.3054], [-0.0206, 0.0566, -0.4090], [0.2482, 0.0313, -0.2147], [-0.2108, -0.3145, 0.6215], [-0.0372, -0.0759, -0.0059], [-0.0550, -0.2826, -0.3826], [0.1654, 0.3002, 0.3037], [-0.0620, 0.3749, 0.2334], [-0.2484, -0.1648, 0.0587], [0.1583, 0.1199, -0.2551]],
  "nbo_charge": [-0.827, 0.607, -0.848, -0.877, 0.399, 0.415, 0.396, 0.410, 0.337, 0.498, 0.470, -0.982, 0.475, 0.499, -0.986, 0.473, 0.518, -0.978],
  "gap_ha": 0.3555,
  "multiplicity": 1
}